Record 1
Formula: C4H9O2P
Source: OMol25
Level of theory: wB97M-V/def2-TZVPD

Atoms and positions in Å:
C1 -0.152 -0.150 2.390
C2 0.218 -0.168 0.958
P1 0.350 1.387 0.145
O1 0.408 1.035 -1.354
C3 -0.317 0.010 -1.918
C4 0.079 -1.300 -1.144
O2 -0.393 -1.113 0.207
H1 -1.259 -0.249 2.500
H2 0.131 0.595 3.028
H3 0.083 -1.171 2.789
H4 1.653 1.855 0.247
H5 -0.325 2.875 -0.027
H6 0.043 -0.017 -2.864
H7 -1.436 0.031 -2.024
H8 -0.272 -2.158 -1.638
H9 1.189 -1.463 -1.296

- energy above the lowest of the compared OMol25 structures with the same formula, charge and spin (kJ/mol) = 563.2
- HOMO level (Eh) = -0.24370
- charge = 0
- molecular weight (g/mol) = 120.1



Record 2
Formula: C4H9O2S
Source: OMol25
Level of theory: wB97M-V/def2-TZVPD

Atoms and positions in Å:
C1 -1.973 0.004 2.269
S1 -1.365 0.403 0.761
O1 -2.250 -0.199 -0.253
O2 -0.987 1.799 0.587
C2 0.171 -0.513 0.248
C3 0.426 0.143 -1.095
C4 1.954 0.115 -1.535
H1 -2.262 -1.042 2.252
H2 -1.381 0.194 3.147
H3 -0.071 -1.610 0.325
H4 0.979 -0.154 0.905
H5 -0.150 -0.448 -1.865
H6 0.029 1.173 -1.101
H7 2.602 0.573 -0.760
H8 2.037 -1.008 -1.346
H9 2.240 0.569 -2.539

- energy above the lowest of the compared OMol25 structures with the same formula, charge and spin (kJ/mol) = 310.3
- HOMO level (Eh) = -0.11336
- charge = -1
- molecular weight (g/mol) = 121.2



Record 3
Formula: C4H9O2S2
Source: OMol25
Level of theory: wB97M-V/def2-TZVPD

Atoms and positions in Å:
O1 -0.204 0.614 -1.867
C1 0.087 -0.604 -2.107
O2 -0.071 -1.575 -1.310
C2 0.643 -0.922 -3.501
H1 1.319 -1.779 -3.479
H2 -0.187 -1.188 -4.182
H3 1.137 -0.027 -3.894
C3 -1.829 -0.259 0.692
S1 -1.037 0.748 1.965
S2 0.916 0.027 1.856
C4 1.548 1.091 0.532
H4 -1.323 -0.021 -0.290
H5 -1.639 -1.336 0.904
H6 -2.914 -0.039 0.709
H7 1.458 2.154 0.836
H8 2.639 0.816 0.379
H9 0.959 0.869 -0.407

- energy above the lowest of the compared OMol25 structures with the same formula, charge and spin (kJ/mol) = 30.7
- HOMO level (Eh) = -0.16570
- charge = -1
- molecular weight (g/mol) = 153.2



Record 4
Formula: C4H9O3
Source: OMol25
Level of theory: wB97M-V/def2-TZVPD

Atoms and positions in Å:
C1 -0.788 1.636 -0.198
C2 -1.762 2.747 -0.063
O1 0.274 1.962 0.737
H1 -1.050 0.648 0.024
H2 -0.237 1.845 -1.137
H3 -2.796 2.555 -0.395
H4 0.727 1.224 1.161
H5 -1.564 3.777 -0.503
H6 -1.929 2.948 1.004
C3 1.195 -1.969 -1.385
C4 0.594 -1.698 0.043
O2 -0.568 -1.199 0.194
O3 1.302 -2.143 0.948
H7 1.188 -1.143 -2.050
H8 0.564 -2.715 -1.940
H9 2.123 -2.523 -1.246

- energy above the lowest of the compared OMol25 structures with the same formula, charge and spin (kJ/mol) = 136.8
- HOMO level (Eh) = -0.15195
- charge = -1
- molecular weight (g/mol) = 105.1



Record 5
Formula: C4H9O3
Source: OMol25
Level of theory: wB97M-V/def2-TZVPD

Atoms and positions in Å:
C1 1.805 1.090 1.073
C2 1.399 -0.187 1.919
O1 0.190 -0.514 1.724
O2 2.285 -0.739 2.583
H1 1.529 2.028 1.546
H2 1.154 0.957 0.217
H3 2.843 0.980 0.787
C3 -1.011 -0.782 -1.616
C4 -2.020 -0.203 -0.579
O3 0.216 -0.101 -1.785
H4 -0.859 -1.840 -1.383
H5 -1.457 -0.687 -2.622
H6 -1.944 -0.902 0.247
H7 0.510 0.250 -0.915
H8 -3.025 -0.096 -0.979
H9 -1.616 0.745 -0.216

- energy above the lowest of the compared OMol25 structures with the same formula, charge and spin (kJ/mol) = 105.7
- HOMO level (Eh) = -0.15328
- charge = -1
- molecular weight (g/mol) = 105.1



Record 6
Formula: C4H9O4
Source: OMol25
Level of theory: wB97M-V/def2-TZVPD

Atoms and positions in Å:
O1 1.420 -0.281 -1.769
C1 1.462 0.550 -0.831
O2 2.517 0.997 -0.364
C2 0.185 1.137 -0.148
C3 -0.975 0.069 0.201
C4 -2.378 0.454 0.327
O3 -0.809 -1.116 -0.612
H1 0.644 1.758 0.710
H2 -0.210 1.803 -0.976
H3 -0.698 -0.313 1.137
H4 -2.945 0.233 -0.605
H5 -2.629 1.345 0.700
H6 -2.953 -0.235 0.972
H7 -0.301 -0.893 -1.392
H8 3.028 -1.133 0.908
H9 1.964 -2.369 0.588
O4 2.677 -2.005 1.154

- energy above the lowest of the compared OMol25 structures with the same formula, charge and spin (kJ/mol) = 142.1
- HOMO level (Eh) = -0.16420
- charge = -1
- molecular weight (g/mol) = 121.1



Record 7
Formula: C4H9O4
Source: OMol25
Level of theory: wB97M-V/def2-TZVPD

Atoms and positions in Å:
O1 -0.250 2.520 -0.527
C1 -0.946 1.483 -0.542
O2 -2.038 1.229 -0.021
C2 -0.238 0.221 -1.234
C3 0.026 -0.832 -0.187
C4 1.040 -1.856 -0.687
O3 0.488 -0.247 1.048
H1 -1.046 -0.120 -1.875
H2 0.605 0.613 -1.792
H3 -0.911 -1.285 0.089
H4 1.937 -1.306 -0.988
H5 0.668 -2.363 -1.578
H6 1.335 -2.617 0.046
H7 1.390 0.079 0.894
H8 -1.022 2.140 2.199
H9 -0.432 0.778 2.304
O4 -0.606 1.564 2.853

- energy above the lowest of the compared OMol25 structures with the same formula, charge and spin (kJ/mol) = 65.5
- HOMO level (Eh) = -0.15313
- charge = -1
- molecular weight (g/mol) = 121.1



Record 8
Formula: C4H9O4V
Source: OMol25
Level of theory: wB97M-V/def2-TZVPD

Atoms and positions in Å:
C1 -0.505 3.547 0.116
O1 -0.368 2.201 -0.148
H1 -1.207 3.950 -0.638
H2 -0.969 3.699 1.106
H3 0.458 4.079 0.066
O2 1.385 -2.601 1.189
O3 3.137 0.272 -0.124
C2 2.410 1.329 0.316
C3 0.967 0.847 0.851
O4 1.397 -0.459 1.978
C4 0.694 -1.713 1.980
V1 2.713 -1.333 0.739
H4 2.183 2.062 -0.480
H5 2.868 1.862 1.173
H6 0.604 0.145 0.081
H7 0.768 1.486 1.728
H8 0.637 -2.051 3.036
H9 -0.335 -1.531 1.604

- HOMO level (alpha / beta) (Eh) = -0.27205 / -0.34420
- charge = 0
- 2S+1 = 5
- molecular weight (g/mol) = 172.1



Record 9
Formula: C4H9OP
Source: OMol25
Level of theory: wB97M-V/def2-TZVPD

Atoms and positions in Å:
C1 1.545 -1.440 -0.027
C2 0.023 -1.273 -0.159
O1 -0.828 -2.031 0.258
C3 -0.438 0.226 -0.416
C4 0.333 1.328 0.266
P1 -2.359 0.170 0.125
H1 1.823 -1.646 0.984
H2 2.122 -0.731 -0.480
H3 1.667 -2.341 -0.555
H4 -0.388 0.467 -1.426
H5 0.250 2.188 -0.306
H6 -0.187 1.610 1.185
H7 1.348 1.131 0.313
H8 -2.841 1.149 -0.813
H9 -2.071 1.193 1.051

- energy above the lowest of the compared OMol25 structures with the same formula, charge and spin (kJ/mol) = 124.6
- HOMO level (Eh) = -0.33457
- charge = 0
- molecular weight (g/mol) = 104.1



Record 10
Formula: C4H9S
Source: OMol25
Level of theory: wB97M-V/def2-TZVPD

Atoms and positions in Å:
C1 0.759 1.932 -1.557
S1 -0.177 0.765 -2.672
H1 1.754 2.130 -1.972
H2 0.279 2.906 -1.537
H3 0.821 1.380 -0.626
C2 0.154 -1.503 0.095
C3 -0.838 -1.201 1.168
C4 -0.777 -0.123 1.951
H4 0.842 -0.713 -0.170
H5 0.729 -2.414 0.316
H6 -0.343 -1.806 -0.822
H7 -1.744 -1.806 1.152
H8 -1.660 0.169 2.509
H9 0.202 0.283 2.165

- energy above the lowest of the compared OMol25 structures with the same formula, charge and spin (kJ/mol) = 106.7
- HOMO level (Eh) = -0.07483
- charge = -1
- molecular weight (g/mol) = 89.2